1.
Density functional theory data (ωB97M-V/def2-TZVPD) for C31H54ClNO3P2PdSSi2 as an isolated structure in a non-equilibrium geometry.

The geometry in ORCA input format:
```
! RIJCOSX wB97M-V def2-TZVPD def2/J DEFGRID3
* xyz 0 5
Pd -0.789 0.003 0.189
C -2.044 -0.418 1.793
C -2.318 0.879 1.265
C -2.699 0.684 -0.109
Si -2.180 2.436 2.321
C -2.619 -0.710 -0.409
C -2.188 -1.406 0.774
Si -1.907 -3.240 1.112
H -1.724 -0.618 2.813
H -2.975 1.477 -0.796
H -2.813 -1.176 -1.370
Cl -0.128 0.602 -2.819
C -1.675 -3.547 2.934
C -3.368 -4.215 0.484
C -1.920 1.984 4.109
C -3.724 3.462 2.137
H -4.247 -3.928 1.079
H -3.188 -5.288 0.641
H -3.600 -4.050 -0.574
H -0.792 -3.020 3.320
H -1.547 -4.625 3.100
H -2.563 -3.218 3.490
H -4.601 2.801 2.176
H -3.769 4.049 1.213
H -3.780 4.151 2.992
H -2.719 1.314 4.454
H -1.958 2.901 4.713
H -0.946 1.497 4.260
C -0.304 -3.752 0.242
C -0.644 3.379 1.735
P 0.014 -2.885 -1.337
H -0.291 -4.848 0.120
H 0.519 -3.478 0.928
P -0.297 3.151 -0.044
H 0.210 2.956 2.294
H -0.742 4.443 2.006
C 1.172 4.250 -0.409
C -1.706 4.077 -0.899
C -1.371 -3.488 -2.473
C 1.510 -3.738 -2.074
C 2.717 -2.799 -1.962
H 1.266 -3.859 -3.143
C 1.840 -5.098 -1.467
H 2.078 -5.002 -0.400
H 2.726 -5.499 -1.976
H 1.034 -5.830 -1.584
H 2.473 -1.773 -2.263
H 3.532 -3.170 -2.599
H 3.087 -2.762 -0.928
H -2.294 -3.156 -1.970
C -1.415 -5.005 -2.651
C -1.271 -2.774 -3.827
H -1.565 -5.550 -1.711
H -0.505 -5.381 -3.138
H -2.262 -5.251 -3.307
H -1.255 -1.684 -3.712
H -2.140 -3.046 -4.441
H -0.366 -3.076 -4.371
H -2.617 3.562 -0.552
C -1.594 3.901 -2.418
C -1.793 5.557 -0.529
H -1.936 5.731 0.545
H -2.658 5.993 -1.048
H -0.902 6.107 -0.862
H -1.557 2.845 -2.708
H -0.695 4.395 -2.810
H -2.468 4.363 -2.898
C 2.416 3.375 -0.599
C 1.439 5.326 0.639
H 0.933 4.725 -1.376
H 1.671 4.875 1.612
H 0.603 6.023 0.765
H 2.311 5.911 0.320
H 2.756 2.970 0.364
H 3.231 3.985 -1.014
H 2.233 2.529 -1.273
C 0.343 0.970 -4.588
H 1.435 1.016 -4.616
H -0.113 1.929 -4.846
H -0.048 0.153 -5.199
O 1.030 -1.642 3.147
S 1.528 -0.351 2.725
O 1.064 0.837 3.411
N 1.316 -0.171 1.085
C 2.470 -0.044 0.341
O 2.461 0.162 -0.889
C 3.648 -0.175 1.227
C 5.003 -0.118 0.872
C 5.963 -0.250 1.877
C 5.575 -0.437 3.219
C 4.217 -0.487 3.565
C 3.279 -0.350 2.545
H 5.256 0.031 -0.177
H 7.025 -0.209 1.629
H 6.332 -0.540 3.995
H 3.875 -0.629 4.588
*
```

Results
HOMO energy (alpha / beta) = -4.84 / -8.01 eV
ΔE to the lowest compared entry with this formula, charge and spin = 65.7 kJ/mol
DFT total energy = -3741.92709 Ha
<S²> = 6.0303
M = 780.8 g mol⁻¹
F_max = 0.1538 Eh/bohr

=====

2.
Density functional theory data (ωB97M-V/def2-TZVPD) for C25H43Cl2F3FeN3O6Si as an isolated structure in a non-equilibrium geometry.

The geometry in ORCA input format:
```
! RIJCOSX wB97M-V def2-TZVPD def2/J DEFGRID3
* xyz 0 6
C -0.947 -2.168 -5.101
C -0.986 -0.756 -4.634
H -1.231 -2.298 -6.151
H -1.591 -2.809 -4.482
H 0.078 -2.540 -4.958
C -1.502 0.268 -5.345
C -2.083 0.089 -6.711
H -1.435 1.286 -4.970
H -2.951 -0.598 -6.699
H -1.376 -0.312 -7.463
H -2.439 1.046 -7.118
Fe 0.046 -0.414 2.324
Cl -0.867 -2.195 3.325
C 1.289 2.053 0.830
O 0.364 1.469 1.423
N 1.648 3.318 1.088
C 0.715 4.179 1.797
C 2.848 3.871 0.486
H 1.856 1.541 0.032
H 0.314 3.642 2.663
H -0.109 4.473 1.131
H 1.238 5.079 2.125
H 3.611 3.087 0.440
H 3.216 4.707 1.086
H 2.662 4.226 -0.534
H 2.325 -0.221 7.703
H 3.900 -1.333 7.000
C 1.786 0.059 6.780
C 3.501 -1.588 6.014
N 2.479 -0.621 5.681
H 1.843 1.155 6.648
C 2.081 -0.536 4.411
O 1.100 0.166 4.042
H 4.288 -1.527 5.254
H 2.654 -1.106 3.667
H 0.719 -0.233 6.839
H 3.081 -2.606 6.002
H -3.393 -1.166 -0.442
H -4.065 1.408 -1.669
C -4.096 -0.597 0.191
C -4.205 1.756 -0.636
N -3.664 0.791 0.309
H -4.150 -1.058 1.185
C -2.667 1.141 1.166
O -2.231 0.428 2.081
H -3.687 2.714 -0.493
H -2.264 2.158 0.980
H -5.080 -0.600 -0.294
H -5.286 1.890 -0.478
O -1.238 -1.391 -2.439
C -0.472 -0.597 -3.184
C -1.084 1.814 -2.222
C -0.171 0.884 -2.724
H -2.121 1.529 -2.051
C -0.702 3.141 -1.980
H 0.529 -1.097 -3.208
C 1.126 1.315 -2.972
H -1.418 3.871 -1.588
C 0.606 3.567 -2.238
C 1.510 2.633 -2.750
H 1.815 0.596 -3.417
H 0.893 4.608 -2.044
H 2.531 2.929 -3.007
Si -0.929 -3.213 0.236
Cl -0.550 -1.000 0.225
C -2.567 -3.597 1.067
C 0.492 -3.999 1.204
C -0.873 -3.937 -1.452
H -2.989 -2.776 1.651
H -2.373 -4.426 1.758
H -3.325 -3.939 0.349
H -1.751 -3.622 -2.034
H -0.889 -5.030 -1.278
H 0.065 -3.625 -1.940
H 1.263 -3.277 1.516
H 0.955 -4.739 0.534
H 0.114 -4.524 2.097
F 4.935 -1.138 1.136
C 4.020 -0.172 0.846
F 4.017 0.708 1.901
F 4.460 0.506 -0.249
C 2.585 -0.776 0.614
O 2.156 -0.690 -0.547
O 2.041 -1.257 1.661
*
```

Results
HOMO energy (alpha / beta) = -8.02 / -7.51 eV
ΔE to the lowest compared entry with this formula, charge and spin = 0.0 kJ/mol
DFT total energy = -4367.38173 Ha
<S²> = 8.7622
M = 693.5 g mol⁻¹
F_max = 0.0604 Eh/bohr

=====

3.
Density functional theory data (ωB97M-V/def2-TZVPD) for one molecule with the formula CH3FN2OS in a non-equilibrium geometry.

The geometry in ORCA input format:
```
! RIJCOSX wB97M-V def2-TZVPD def2/J DEFGRID3
* xyz 0 1
O 1.458 -1.374 -0.681
N 1.475 -0.270 -0.253
S 2.520 0.592 0.522
N -0.064 0.540 -0.595
C -1.095 -0.128 0.075
F -1.235 0.203 1.436
H 0.009 1.507 -0.059
H -1.017 -1.123 0.002
H -2.052 0.053 -0.446
*
```

Results
HOMO energy (alpha / beta) = -9.68 / -9.68 eV
ΔE to the lowest compared entry with this formula, charge and spin = 321.7 kJ/mol
SMILES string = [O-][N+](=S)NCF
DFT total energy = -722.55629 Ha
M = 110.1 g mol⁻¹
F_max = 0.0793 Eh/bohr

=====

4.
Density functional theory data (ωB97M-V/def2-TZVPD) for one molecule with the formula C4H6N2O.

The geometry in ORCA input format:
```
! RIJCOSX wB97M-V def2-TZVPD def2/J DEFGRID3
* xyz 0 1
C 2.352 0.442 -0.265
O 1.535 -0.514 0.402
C 0.221 -0.360 0.291
C -0.662 -1.193 1.203
N -1.822 -0.752 0.772
C -1.763 0.192 -0.359
N -0.363 0.444 -0.524
H 2.012 0.631 -1.286
H 3.360 0.024 -0.265
H 2.336 1.380 0.299
H -2.151 -0.313 -1.251
H -2.702 -1.077 1.153
H -2.353 1.097 -0.171
*
```

Results
HOMO energy = -8.82 eV
ΔE to the lowest compared entry with this formula, charge and spin = 277.0 kJ/mol
DFT total energy = -340.68942 Ha
M = 98.1 g mol⁻¹
F_max = 0.0116 Eh/bohr

=====

5.
Density functional theory data (ωB97M-V/def2-TZVPD) for one molecule with the formula C5H5NO2 in a non-equilibrium geometry.

The geometry in ORCA input format:
```
! RIJCOSX wB97M-V def2-TZVPD def2/J DEFGRID3
* xyz 0 1
C 2.971 -0.354 -1.247
C 1.885 -0.591 -0.547
O 0.910 0.452 -0.550
C -0.236 0.159 0.006
N -0.527 -0.790 0.822
C -1.864 -0.573 1.185
C -2.233 0.609 0.645
O -1.228 1.070 -0.132
H 3.150 0.501 -1.895
H 3.792 -1.136 -1.308
H 1.609 -1.489 0.065
H -2.320 -1.282 1.915
H -3.132 1.257 0.660
*
```

Results
HOMO energy = -8.76 eV
ΔE to the lowest compared entry with this formula, charge and spin = 193.5 kJ/mol
SMILES string = C=COc1ncco1
DFT total energy = -398.70478 Ha
M = 111.1 g mol⁻¹
F_max = 0.0485 Eh/bohr